C20H28ClFFeN2O2 as an isolated structure, computed with ωB97M-V/def2-TZVPD.

Calculated values
Highest occupied orbital energy (spin up / spin down)   -1.14 / -4.72 eV
DFT total energy   -77895.0950 eV

```
! RIJCOSX wB97M-V def2-TZVPD def2/J DEFGRID3
* xyz -1 6
Fe -1.085 -0.031 1.036
Cl -1.537 0.520 3.809
N -0.366 2.002 0.824
N -0.396 -2.029 0.978
C -1.028 2.808 0.011
C -0.891 -2.828 0.055
C 0.811 2.763 1.287
C 0.364 4.202 1.075
C 2.007 2.511 0.390
C 1.139 2.452 2.728
H 1.779 2.762 -0.657
H 2.303 1.462 0.489
H 2.826 3.154 0.740
H 0.246 2.569 3.343
H 1.930 3.137 3.057
H 1.509 1.422 2.788
C 0.620 -2.799 1.730
C 0.439 -4.217 1.211
C 0.368 -2.673 3.216
C 2.020 -2.377 1.367
H 2.256 -2.676 0.335
H 2.721 -2.844 2.073
H 2.107 -1.215 1.468
H -0.659 -2.983 3.432
H 0.520 -1.647 3.563
H 1.062 -3.336 3.744
O -0.431 -4.070 0.053
H -0.056 -4.882 1.929
H 1.365 -4.682 0.851
O -0.659 4.082 0.030
H 1.141 4.877 0.695
H -0.115 4.633 1.966
C -2.040 2.397 -0.995
C -1.854 -2.452 -1.011
C -1.370 -1.193 -1.650
H -2.838 -2.313 -0.524
H -1.920 -3.278 -1.727
C -1.459 -0.008 -0.934
C -1.479 1.179 -1.651
H -1.181 -0.323 2.765
C -0.847 1.231 -2.908
C -0.437 0.034 -3.499
C -0.554 2.544 -3.562
C -0.737 -1.193 -2.909
H 0.093 0.057 -4.449
C -0.344 -2.473 -3.575
H 0.214 -2.221 -4.487
H -1.218 -3.083 -3.854
H 0.296 -3.085 -2.919
H -1.469 3.135 -3.733
H -0.074 2.346 -4.532
H 0.128 3.153 -2.945
H -2.198 3.217 -1.698
H -2.981 2.189 -0.457
F 1.958 0.075 1.640
*
```

=====

One molecule with the formula C20H28F3NO3, computed with ωB97M-V/def2-TZVPD.

Calculated values
Highest occupied orbital energy   -8.34 eV
SMILES   CCOC(=O)C1(Cc2ccccc2C(F)(F)F)CCN([C@@H](C)COC)CC1
DFT total energy   -36980.2147 eV

```
! RIJCOSX wB97M-V def2-TZVPD def2/J DEFGRID3
* xyz 0 1
C 2.239 3.841 -0.634
C 0.937 3.326 -0.050
H 0.778 3.693 0.971
H 0.079 3.634 -0.659
O 0.989 1.900 -0.019
C -0.021 1.280 0.586
O -0.959 1.865 1.065
C 0.188 -0.233 0.635
C 0.634 -0.752 -0.735
H 0.848 -1.819 -0.649
C -0.463 -0.569 -1.783
N -1.639 -1.309 -1.380
C -2.156 -0.764 -0.139
C -1.136 -0.918 0.986
H -1.553 -0.487 1.897
H -0.949 -1.982 1.143
H -3.064 -1.304 0.136
H -2.419 0.303 -0.248
C -2.699 -1.497 -2.369
C -2.258 -1.378 -3.825
H -1.880 -0.384 -4.046
H -3.119 -1.565 -4.464
H -1.501 -2.123 -4.047
C -3.314 -2.892 -2.155
O -2.398 -3.879 -2.563
C -2.849 -5.179 -2.304
H -3.786 -5.393 -2.837
H -3.017 -5.340 -1.231
H -2.072 -5.856 -2.654
H -4.247 -2.978 -2.737
H -3.566 -3.034 -1.094
H -3.504 -0.757 -2.199
H -0.094 -0.965 -2.728
H -0.674 0.510 -1.908
H 1.536 -0.232 -1.057
C 1.280 -0.539 1.709
C 1.661 0.674 2.508
C 0.748 1.184 3.429
C 1.006 2.339 4.140
C 2.200 3.015 3.953
C 3.135 2.516 3.068
C 2.871 1.354 2.349
C 3.945 0.825 1.437
F 3.565 0.673 0.157
F 4.395 -0.385 1.833
F 5.028 1.618 1.396
H 4.075 3.028 2.931
H 2.408 3.922 4.499
H 0.273 2.714 4.838
H -0.186 0.665 3.574
H 2.148 -0.968 1.213
H 0.887 -1.293 2.395
H 3.076 3.545 -0.008
H 2.389 3.428 -1.627
H 2.208 4.924 -0.697
*
```

=====

One molecule with the formula C20H28FN5O3S, computed with ωB97M-V/def2-TZVPD.

Calculated values
Highest occupied orbital energy   -8.05 eV
SMILES   CN(C)CCNC(=O)c1onc(CSc2ccc(F)cc2)c1C(=O)NCCN(C)C
DFT total energy   -48339.4595 eV

```
! RIJCOSX wB97M-V def2-TZVPD def2/J DEFGRID3
* xyz 0 1
C 1.400 3.962 -2.991
N 2.093 3.422 -1.840
C 3.258 2.659 -2.244
H 4.039 3.292 -2.693
H 3.674 2.132 -1.388
H 2.950 1.914 -2.974
C 2.408 4.462 -0.878
H 1.517 5.087 -0.766
C 2.770 3.881 0.496
N 1.788 2.915 0.921
C 2.032 1.595 0.877
O 3.141 1.124 0.675
C 0.835 0.759 1.136
C 0.585 -0.599 1.158
C -0.814 -0.667 1.465
N -1.306 0.536 1.610
O -0.309 1.420 1.411
C -1.653 -1.880 1.571
H -1.012 -2.746 1.742
H -2.412 -1.786 2.343
S -2.508 -2.239 -0.014
C -4.082 -1.446 0.161
C -5.131 -1.971 -0.589
C -6.390 -1.410 -0.516
C -6.586 -0.325 0.320
C -5.555 0.216 1.065
C -4.293 -0.343 0.979
H -3.477 0.096 1.532
H -5.740 1.070 1.698
F -7.819 0.224 0.406
H -7.214 -1.806 -1.088
H -4.948 -2.823 -1.227
C 1.453 -1.800 0.985
O 1.067 -2.907 1.332
N 2.646 -1.566 0.431
C 3.590 -2.616 0.148
C 4.042 -2.538 -1.313
N 4.482 -1.203 -1.681
C 5.708 -0.814 -1.016
H 5.544 -0.759 0.057
H 6.539 -1.510 -1.218
H 5.995 0.177 -1.362
C 4.604 -1.072 -3.117
H 5.363 -1.746 -3.545
H 4.879 -0.046 -3.356
H 3.644 -1.291 -3.582
H 4.829 -3.296 -1.482
H 3.189 -2.787 -1.949
H 4.449 -2.532 0.822
H 3.096 -3.573 0.334
H 2.961 -0.618 0.238
H 0.831 3.227 0.999
H 2.825 4.692 1.227
H 3.730 3.365 0.464
H 3.238 5.110 -1.213
H 2.011 4.678 -3.561
H 1.122 3.141 -3.651
H 0.489 4.464 -2.666
*
```

=====

C20H28HfNO2P as an isolated structure, computed with ωB97M-V/def2-TZVPD.

Calculated values
Highest occupied orbital energy   -14.09 eV
DFT total energy   -37355.3735 eV

```
! RIJCOSX wB97M-V def2-TZVPD def2/J DEFGRID3
* xyz 2 1
C 0.459 2.949 -3.294
C -0.777 2.500 -2.885
C -0.900 1.431 -1.978
C 0.201 0.755 -1.423
C 1.452 1.206 -1.945
C 1.578 2.284 -2.825
C -2.303 1.006 -1.582
C -2.582 -0.407 -1.120
N -1.708 -1.540 -1.802
Hf -0.758 -0.673 0.019
C 2.701 0.496 -1.488
P 2.181 -1.161 -0.850
H -1.662 3.002 -3.257
H 2.581 2.597 -3.093
H 0.589 3.799 -3.947
H 3.169 1.045 -0.645
H 3.441 0.279 -2.290
H -2.676 1.703 -0.798
H -3.000 1.132 -2.429
H -2.757 -1.273 0.736
C 3.490 -1.519 0.378
C 2.213 -2.310 -2.262
H -3.639 -0.571 -1.136
C -1.273 -1.258 -3.227
C -2.704 -2.706 -1.924
H 1.650 -2.290 -0.185
H -1.893 -1.874 -3.908
H -1.454 -0.216 -3.488
H -0.238 -1.496 -3.450
H -2.939 -2.834 -2.992
H -2.393 -3.660 -1.501
H -3.624 -2.373 -1.433
H 3.267 -2.396 -2.516
H 1.810 -3.265 -1.884
H 1.564 -1.948 -3.068
H 4.446 -1.438 -0.131
H 3.328 -0.842 1.227
H 3.300 -2.549 0.718
H -2.787 -0.969 1.438
O -1.276 0.935 1.688
C -0.244 0.658 2.397
O 0.647 -0.073 1.834
C -0.115 1.027 3.841
C -1.194 1.593 4.541
C -1.149 1.771 5.936
C -0.006 1.389 6.657
C 1.097 0.861 5.964
C 1.038 0.689 4.572
H -2.078 1.916 3.995
H -1.997 2.215 6.480
H 0.021 1.507 7.750
H 1.994 0.594 6.537
H 1.910 0.300 4.049
*
```

=====

C20H28HoN as an isolated structure, computed with ωB97M-V/def2-TZVPD.

Calculated values
Highest occupied orbital energy (spin up / spin down)   -14.86 / -14.84 eV
DFT total energy   -48466.5472 eV

```
! RIJCOSX wB97M-V def2-TZVPD def2/J DEFGRID3
* xyz 2 5
C -1.933 -1.113 -0.378
H -2.304 -1.846 0.369
H -2.808 -0.644 -0.906
H -1.727 -0.367 0.623
C -1.373 -2.108 -1.579
H -0.588 -1.612 -2.134
H -0.886 -2.974 -1.136
C -2.410 -2.658 -2.589
H -1.884 -3.302 -3.328
H -3.163 -3.272 -2.116
H -2.903 -1.865 -3.146
C 1.652 1.801 -0.491
C 1.325 1.299 -1.807
C -0.094 1.433 -1.995
C -0.666 2.021 -0.785
C 0.438 2.206 0.151
C 0.340 2.930 1.472
C -2.050 2.534 -0.645
C -0.865 1.078 -3.195
C 2.255 0.485 -2.671
C 3.017 1.724 0.178
Ho 0.350 -0.120 -0.050
H -2.304 2.603 0.411
H -2.098 3.544 -1.125
H -2.747 1.860 -1.127
H -0.683 2.875 1.866
H 1.041 2.493 2.202
H 0.633 4.003 1.276
H 3.588 0.857 -0.166
H 3.528 2.672 -0.099
H 2.915 1.657 1.272
H 1.708 -0.150 -3.360
H 2.853 1.231 -3.221
H 2.924 -0.154 -2.075
H -1.862 0.700 -2.928
H -0.984 1.976 -3.828
H -0.361 0.295 -3.776
N 1.060 -1.384 1.717
C 1.078 -1.902 2.786
C 1.085 -2.443 4.100
C 2.074 -3.371 4.410
C 2.140 -3.950 5.722
C 1.216 -3.540 6.632
C 0.237 -2.634 6.399
C 0.147 -2.039 5.085
H 2.833 -3.672 3.660
H 2.929 -4.675 5.923
H 1.296 -3.991 7.670
H -0.484 -2.322 7.147
H -0.624 -1.301 4.891
*
```

=====

C20H28IrN2Si as an isolated structure, computed with ωB97M-V/def2-TZVPD.

Calculated values
Highest occupied orbital energy (spin up / spin down)   -5.71 / -10.06 eV
DFT total energy   -34875.3575 eV

```
! RIJCOSX wB97M-V def2-TZVPD def2/J DEFGRID3
* xyz 1 5
C 0.757 2.005 3.510
C 1.022 2.055 2.091
C -0.245 2.164 1.414
H 2.000 1.953 1.609
C -1.298 2.142 2.371
C -0.695 2.049 3.681
H -1.226 1.994 4.632
H 1.487 1.827 4.313
H -0.397 2.261 0.338
H -2.365 2.153 2.150
Ir -0.082 0.367 2.622
C -0.530 -1.787 0.341
H -1.220 -1.000 0.691
H -0.778 -2.729 0.898
H 0.408 -1.398 0.800
Si 0.312 0.319 -1.211
C 1.498 -0.508 -2.520
C 2.508 0.404 -2.848
H 2.494 1.395 -2.408
C 3.547 0.079 -3.722
H 4.308 0.824 -3.968
C 3.586 -1.206 -4.296
H 4.401 -1.466 -4.990
C 2.559 -2.134 -4.009
H 2.579 -3.111 -4.511
C 1.529 -1.792 -3.117
H 0.767 -2.534 -2.884
C -1.124 0.780 -2.431
C -0.962 0.827 -3.834
H -0.038 0.452 -4.283
C -1.944 1.391 -4.663
H -1.749 1.535 -5.741
C -3.171 1.776 -4.090
H -3.957 2.174 -4.734
C -3.403 1.640 -2.701
H -4.368 1.956 -2.274
C -2.381 1.133 -1.886
H -2.535 1.022 -0.811
H 1.019 1.475 -0.696
H -0.597 -2.175 -0.642
N -1.443 -1.047 3.374
C -0.854 -1.505 4.650
C 0.605 -1.849 4.430
N 1.101 -1.258 3.161
H -1.751 -1.834 2.794
H -2.307 -0.539 3.582
H -0.953 -0.698 5.382
H -1.412 -2.372 5.003
H 1.228 -1.459 5.239
H 0.757 -2.931 4.387
H 1.301 -1.984 2.477
H 2.013 -0.835 3.327
*
```

=====

Question: Which value of DFT total energy does entry 3 give?
Answer: -48339.4595 eV

=====

What did the sixth record say?
C20H28IrN2Si as an isolated structure, computed with ωB97M-V/def2-TZVPD.

Calculated values
Highest occupied orbital energy (spin up / spin down)   -5.71 / -10.06 eV
DFT total energy   -34875.3575 eV

```
! RIJCOSX wB97M-V def2-TZVPD def2/J DEFGRID3
* xyz 1 5
C 0.757 2.005 3.510
C 1.022 2.055 2.091
C -0.245 2.164 1.414
H 2.000 1.953 1.609
C -1.298 2.142 2.371
C -0.695 2.049 3.681
H -1.226 1.994 4.632
H 1.487 1.827 4.313
H -0.397 2.261 0.338
H -2.365 2.153 2.150
Ir -0.082 0.367 2.622
C -0.530 -1.787 0.341
H -1.220 -1.000 0.691
H -0.778 -2.729 0.898
H 0.408 -1.398 0.800
Si 0.312 0.319 -1.211
C 1.498 -0.508 -2.520
C 2.508 0.404 -2.848
H 2.494 1.395 -2.408
C 3.547 0.079 -3.722
H 4.308 0.824 -3.968
C 3.586 -1.206 -4.296
H 4.401 -1.466 -4.990
C 2.559 -2.134 -4.009
H 2.579 -3.111 -4.511
C 1.529 -1.792 -3.117
H 0.767 -2.534 -2.884
C -1.124 0.780 -2.431
C -0.962 0.827 -3.834
H -0.038 0.452 -4.283
C -1.944 1.391 -4.663
H -1.749 1.535 -5.741
C -3.171 1.776 -4.090
H -3.957 2.174 -4.734
C -3.403 1.640 -2.701
H -4.368 1.956 -2.274
C -2.381 1.133 -1.886
H -2.535 1.022 -0.811
H 1.019 1.475 -0.696
H -0.597 -2.175 -0.642
N -1.443 -1.047 3.374
C -0.854 -1.505 4.650
C 0.605 -1.849 4.430
N 1.101 -1.258 3.161
H -1.751 -1.834 2.794
H -2.307 -0.539 3.582
H -0.953 -0.698 5.382
H -1.412 -2.372 5.003
H 1.228 -1.459 5.239
H 0.757 -2.931 4.387
H 1.301 -1.984 2.477
H 2.013 -0.835 3.327
*
```